(1)
Computed, not measured: a 5-piece molecular cluster, C20H43O10PS overall at a distorted geometry, with ωB97M-V/def2-TZVPD.

Last column: Löwdin charge in e.
Atoms and positions in Å:
S 3.13 -1.14 -0.29  0.79
P 4.68 -2.55 -2.55  0.85
O 1.09 2.28 -6.64  0.00
O 3.23 5.00 -0.45  0.00
O -1.59 -1.25 2.05  -0.02
O 1.18 4.92 0.34  0.10
O -0.78 1.45 -5.82  0.11
O -7.00 -2.45 3.47  0.00
O 5.82 -0.19 -1.85  -0.28
O 0.18 -1.43 3.35  0.09
O 6.22 1.11 -2.19  -0.07
O -5.24 -2.63 4.78  0.10
C 4.65 4.96 -0.29  -0.23
C -6.39 -2.92 4.57  -0.52
C 1.30 -1.29 -0.21  -0.52
C -0.98 -1.72 3.14  -0.53
C 0.41 1.59 -5.71  -0.53
C 5.18 3.55 -0.37  -0.07
C 0.74 0.20 -0.05  -0.16
C 3.36 1.48 -6.96  -0.07
C 2.47 2.63 -6.53  -0.23
C -2.91 -1.65 1.63  -0.22
C -9.38 -2.08 3.78  -0.07
C 2.35 4.75 0.53  -0.53
C 2.84 4.19 1.84  0.01
C -8.31 -2.85 3.04  -0.23
C 4.90 -0.70 -2.84  -0.48
C -7.17 -3.74 5.55  0.01
C 3.93 -2.73 -0.79  -0.70
C 1.16 0.92 -4.60  0.01
C -3.98 -0.88 2.38  -0.07
C -1.75 -2.53 4.14  0.01
H -9.25 -1.01 3.64  0.09
H 2.13 1.38 -4.37  0.06
H 1.31 -0.13 -4.85  0.10
H 4.41 1.77 -6.92  0.08
H 0.82 -1.77 -1.10  0.07
H 0.98 -1.86 0.70  0.06
H -4.97 -1.16 2.02  0.08
H 2.69 3.11 1.84  0.09
H 6.02 -3.06 -2.54  -0.07
H 0.23 0.49 -1.01  0.07
H 1.62 0.91 0.04  0.04
H 6.87 1.34 -1.51  0.10
H 3.22 0.60 -6.33  0.06
H 3.26 -3.62 -0.71  0.04
H -9.35 -2.27 4.86  0.07
H 4.95 5.47 0.63  0.11
H -3.94 -1.07 3.45  0.05
H 3.93 -0.14 -2.87  0.06
H -8.36 -2.61 1.98  0.12
H -6.52 -4.52 5.94  0.09
H 2.63 3.47 -7.20  0.12
H 0.11 0.31 0.86  0.06
H 5.40 -0.54 -3.84  0.09
H -7.49 -3.10 6.38  0.10
H 3.89 4.40 2.05  0.07
H -1.10 -3.32 4.52  0.09
H 6.27 3.54 -0.29  0.08
H 0.57 0.99 -3.69  0.08
H 4.82 -2.85 -0.11  0.03
H -3.03 -2.73 1.71  0.12
H -10.37 -2.36 3.42  0.08
H 4.90 3.09 -1.32  0.07
H -2.07 -1.89 4.96  0.10
H -8.03 -4.24 5.13  0.07
H -2.62 -3.03 3.72  0.06
H -2.97 -1.41 0.56  0.12
H 5.06 5.55 -1.11  0.12
H -3.84 0.19 2.24  0.09
H -8.43 -3.93 3.12  0.12
H 2.71 2.98 -5.52  0.12
H 2.26 4.63 2.65  0.09
H 3.12 1.18 -7.98  0.08
H 4.78 2.91 0.42  0.07

SMILES string = CCOC(C)=O.CCOC(C)=O.CCOC(C)=O.CCOC(C)=O.CCSCPCOO
ΔE to the lowest compared entry with this formula, charge and spin = 74.44 kJ/mol

=====

(2)
Computed, not measured: a 3-piece molecular cluster, C20H44ClIO12P2S2 overall at a distorted geometry, with ωB97M-V/def2-TZVPD.

Last column: Löwdin charge in e.
Atoms and positions in Å:
I 1.86 0.15 4.11  1.10
Cl 4.04 -2.20 0.68  0.76
S 3.14 3.93 3.88  0.68
S 1.86 0.74 0.39  0.57
P -3.60 0.40 -3.14  0.43
P -7.82 0.85 -8.43  0.43
O -4.99 0.48 -3.92  -0.25
O -2.14 0.56 -3.73  -0.22
O -8.37 0.22 -7.08  -0.22
O -3.69 1.83 -2.37  -0.26
O -6.97 2.01 -8.13  -0.23
O 4.79 -2.34 9.86  -0.19
O -8.62 1.10 -9.79  -0.24
O 2.29 0.45 -0.94  -0.26
O -6.92 -0.42 -8.93  -0.26
O 3.05 1.32 1.26  -0.24
O 0.82 1.71 0.44  -0.26
O -3.63 -0.72 -2.19  -0.23
C 4.61 -2.72 3.74  -0.20
C -4.27 3.00 -2.97  -0.10
C 1.39 -0.74 1.26  -0.28
C 3.76 -2.85 5.01  -0.22
C 4.52 3.49 2.77  -0.54
C -7.42 -1.42 -9.82  -0.11
C 3.97 -2.08 8.74  -0.23
C -6.17 0.50 -3.10  -0.10
C 5.08 2.10 3.11  -0.26
C -1.09 0.84 -2.79  -0.08
C 5.81 -1.36 9.98  -0.11
C 4.54 -2.73 7.47  -0.17
C -7.38 -0.27 -6.16  -0.08
C -7.83 1.50 -10.92  -0.09
C 4.80 -1.32 3.14  -0.23
C 4.20 -1.96 6.18  -0.21
C 5.36 1.24 1.86  -0.13
C 2.38 -1.02 2.40  -0.71
C 4.20 0.43 1.30  -0.33
C 3.87 -0.94 1.98  -0.70
H 4.48 1.60 3.86  0.03
H 5.35 -0.39 10.18  0.09
H 6.41 -1.32 9.07  0.08
H -0.18 0.98 -3.36  0.09
H 6.45 -1.64 10.81  0.09
H -7.41 -2.38 -9.31  0.09
H 5.62 -2.85 7.55  0.11
H -8.44 -1.20 -10.16  0.08
H 5.27 4.27 2.89  0.06
H 3.02 -2.57 8.97  0.13
H 4.24 -3.44 3.00  0.09
H -4.67 2.80 -3.96  0.08
H -6.76 1.42 -10.72  0.09
H -6.79 1.33 -3.43  0.10
H -5.07 3.36 -2.33  0.09
H 2.69 -2.72 4.82  0.07
H 5.00 -1.27 5.92  0.11
H -8.09 0.85 -11.75  0.09
H 4.17 3.51 1.74  0.07
H 0.42 -0.56 1.69  0.09
H 3.34 -1.34 6.44  0.06
H 3.87 -3.88 5.34  0.10
H 6.06 2.27 3.57  0.11
H 4.14 -3.74 7.42  0.11
H 4.44 0.23 0.26  0.11
H -8.08 2.53 -11.16  0.10
H 5.63 1.95 1.08  0.13
H -6.71 -0.43 -3.26  0.09
H -6.77 -1.47 -10.69  0.09
H 2.24 4.38 3.00  -0.15
H 6.25 0.62 1.99  0.12
H -0.96 0.00 -2.11  0.09
H -3.50 3.77 -3.04  0.09
H -1.29 1.75 -2.23  0.09
H 3.79 -1.01 8.61  0.12
H 5.80 -1.30 2.72  0.11
H 4.78 -0.55 3.91  0.08
H -6.78 0.56 -5.79  0.07
H -6.75 -1.03 -6.61  0.09
H -7.92 -0.72 -5.33  0.09
H 1.34 -1.59 0.59  0.10
H 2.23 -2.06 2.68  0.07
H 5.61 -3.07 4.02  0.12
H -5.94 0.61 -2.05  0.09

SMILES string = COCCCCCC[C@]1(Cl)[C@H](CCCS)OS(=O)(=O)C[C@@H]1I.COP(=O)(OC)OC.COP(=O)(OC)OC

=====

What did we get for LUMO level? Answer: 0.5246; 0.1473 eV, in the order shown.